# 1
C3H2NOS2 | the ωB97M-V functional and the def2-TZVPD basis

Values from the calculation:
charge	-1
frontier orbital gap (spin up / spin down)	6.3 / 5.2	eV
HOMO (spin up / spin down)	-3.4 / -3.8	eV
calculated total energy	-28348.587	eV
energy above the lowest of the compared OMol25 structures with the same formula, charge and spin	121.3	kcal/mol
lowest unoccupied orbital energy (spin up / spin down)	2.9 / 1.5	eV

```
9
C3H2NOS2, DFT the ωB97M-V functional and the def2-TZVPD basis
C -2.05689 -0.73399 1.84593
H -0.69999 1.25591 -0.34144
N -1.74328 0.46057 2.36834
C -0.38299 0.74638 0.53896
C -0.93431 1.26401 1.80090
O -2.81376 -1.60109 2.17643
S 1.76135 2.41628 -0.31909
S -1.06369 -1.01289 0.39718
H 0.82909 0.93595 0.58332
```

Atomic partial charges in e from the Mulliken method, atoms 1 to 4: 0.479 0.368 -0.528 -0.409

***

# 2
C44H57BBiN2O5P2S2Si | the ωB97M-V functional and the def2-TZVPD basis

Values from the calculation:
multiplicity	2
charge	-2
frontier orbital gap (spin up / spin down)	4.8 / 5.5	eV
HOMO (spin up / spin down)	-0.9 / -1.6	eV
calculated total energy	-114419.466	eV
energy above the lowest of the compared OMol25 structures with the same formula, charge and spin	11.6	kcal/mol
lowest unoccupied orbital energy (spin up / spin down)	3.9 / 3.9	eV

```
115
C44H57BBiN2O5P2S2Si, DFT the ωB97M-V functional and the def2-TZVPD basis
C -2.43004 3.07652 -3.15242
C -1.52022 -2.80834 0.27458
H -0.35989 -0.77060 6.35635
C -3.21684 -0.90645 -1.61341
C 1.45586 -5.23509 -3.42232
C 0.02100 2.28718 -3.30350
S 3.34156 0.05215 3.21671
H 2.12344 2.06092 -3.63671
H 2.40680 4.98197 0.83574
C -0.37949 1.80330 -4.68373
C -2.81610 -2.66886 2.32039
H -0.61979 -1.00855 -3.77747
C -3.02133 -4.03025 2.28571
C -2.01052 -2.02644 1.34460
H 7.39206 -0.46985 -1.77500
C -1.72404 -4.18242 0.26699
H 1.74125 3.19343 -2.34361
C 0.11376 -3.22296 -2.01251
C -0.62013 4.71633 -2.63350
H -5.23888 2.09843 3.27472
H -1.70417 -0.82414 5.19896
P -0.61502 -1.87514 -1.00374
H -2.87811 1.27334 4.97152
H -0.79446 6.44033 3.26965
C 4.26496 -0.26818 -3.04462
H -3.10208 3.67748 -2.53724
H 3.26086 -0.67515 0.59827
H 3.00170 -5.01258 -1.94537
C 1.43678 2.85328 -3.33633
C 0.22167 -1.04254 4.29856
H -0.54119 5.09695 -3.65751
H 4.21928 -4.46284 2.35993
H 0.39307 0.02629 4.13645
H -3.24040 -2.05963 3.10600
C 1.36732 -3.67507 -1.59186
H 4.49770 -0.15777 -4.09949
H 0.32147 4.88010 -2.11145
H 1.52093 3.68665 -4.03855
H -4.20487 2.70897 0.71498
C -4.66540 1.25477 2.85477
Si -2.75291 1.76514 2.55476
H -5.15208 0.96858 1.90933
C 3.56110 -0.55809 -0.43972
C -3.81472 0.11089 -3.71986
H -0.27141 -5.26315 -4.69960
C -2.45993 -4.80899 1.26822
H -1.49631 2.36573 4.69356
H -0.17832 -1.47026 3.38020
H -0.52352 2.64920 -5.36231
H 5.63222 -0.32161 0.03992
H 1.98189 -6.00054 -3.98098
C -1.61803 -0.81709 -3.39535
Bi 0.11075 0.51021 0.87444
N 2.59549 -0.61758 -1.36105
H 0.41355 1.16919 -5.08768
C 2.95576 -0.46848 -2.63548
C -0.30297 5.63768 2.72892
O -2.45990 0.02626 2.35137
H -2.74711 2.03244 -3.07304
H -4.53321 0.63071 -4.34194
C 4.55459 -4.68953 3.37198
C -2.53024 2.14715 4.40957
C -0.29444 3.26060 2.08402
H -1.38878 5.28433 -2.10604
P 2.61877 -1.74884 3.47937
H -3.49523 -1.18108 -0.60080
H 1.30151 6.89377 2.00066
O -1.01349 2.80680 -1.25985
C 0.19715 -4.81271 -3.83245
N -0.88179 2.02849 2.08733
B -0.45700 1.55344 -1.18271
C -2.54673 -0.18526 -4.20920
H 1.47134 2.76681 0.90483
C 5.27473 -0.21107 -2.08562
H 2.14624 -0.51709 -3.36191
C -1.75707 -0.62538 1.43023
H -3.66953 3.97630 1.81977
S 1.90279 -2.75840 1.93510
O 3.69435 -2.62543 4.32406
H 3.90820 -4.32606 5.39100
H -2.27701 0.08688 -5.22368
C -3.34015 3.08008 1.27406
H 2.58907 -4.37754 4.21091
H -0.85365 -2.32079 5.64404
H 6.94848 1.08783 -2.46785
H -1.29951 1.21741 -4.64349
H 1.81311 -3.24138 -0.70227
H 4.57457 -5.77627 3.50932
C -0.86812 4.37432 2.76516
O 1.46935 -1.67415 4.62505
O 0.04452 1.15184 -2.41397
H 5.56605 -4.29620 3.50365
C 1.48051 4.82866 1.38137
H 6.91690 -0.35774 -3.47839
H -1.46436 -3.51560 -3.43961
C 0.92970 3.56085 1.41321
C 6.71345 0.02025 -2.47483
C 3.61667 -4.04897 4.37566
C -0.73125 -1.25253 5.44825
C 2.03125 -4.67584 -2.28865
H -1.31347 -4.78288 -0.53737
H -3.15997 2.99585 4.71317
H -2.51795 3.39795 -4.19401
C -4.14154 -0.24691 -2.41837
C -0.47201 -3.82020 -3.12606
C 0.87307 5.89990 2.03070
C 4.90029 -0.35808 -0.75963
C -1.00979 3.25007 -2.62791
H -1.78910 4.23646 3.31401
H -3.60967 -4.50131 3.06607
H -5.12039 -0.01281 -2.01540
H -2.56592 3.39063 0.56630
H -2.60172 -5.88244 1.24811
C -1.94100 -1.20320 -2.09011
H -4.76459 0.40320 3.54494
```

Atomic partial charges in e from the Mulliken method, atoms 1 to 4: -1.813 0.822 0.356 -0.858

***

# 3
C5H7NO | the ωB97M-V functional and the def2-TZVPD basis

Values from the calculation:
SMILES string	Cc1occc1N
frontier orbital gap	9.0	eV
HOMO	-8.0	eV
calculated total energy	-8833.738	eV
energy above the lowest of the compared OMol25 structures with the same formula, charge and spin	56.8	kcal/mol
lowest unoccupied orbital energy	1.0	eV

```
14
C5H7NO, DFT the ωB97M-V functional and the def2-TZVPD basis
H 1.50030 0.27552 1.80574
H -0.82164 -1.49220 -1.87296
C -1.16575 -0.70140 -1.18417
C 0.41258 0.39531 0.00060
H 2.41966 0.92888 0.43914
H 1.20616 1.94294 1.24399
C -0.47805 0.19206 -1.95391
H -0.93581 -0.50198 2.14392
O 0.47930 0.84694 -1.30672
N -0.97287 -1.12802 1.34579
C 1.43776 0.92299 0.92594
H -1.90127 -1.52565 1.28569
C -0.58504 -0.51075 0.14320
H -0.59532 0.35536 -3.01624
```

Atomic partial charges in e from the Mulliken method, atoms 1 to 4: 0.320 0.110 -0.420 0.121

***

# 4
C5H14O2 | the ωB97M-V functional and the def2-TZVPD basis

Values from the calculation:
SMILES string	C=C(C)CC.O.O
frontier orbital gap	9.7	eV
HOMO	-9.3	eV
calculated total energy	-9505.625	eV
energy above the lowest of the compared OMol25 structures with the same formula, charge and spin	31.7	kcal/mol
lowest unoccupied orbital energy	0.4	eV

```
21
C5H14O2, DFT the ωB97M-V functional and the def2-TZVPD basis
H -0.93637 -0.38210 -2.64791
H 0.91104 0.32355 0.49452
O 2.66969 -1.70218 -0.10896
C -0.25348 1.69976 1.65895
H 0.25288 -0.99817 -1.51659
H 0.74527 -2.24740 1.18494
H 0.37328 0.71363 -2.18990
H -2.83566 0.33007 -1.27041
H 0.44730 2.52305 1.83787
C -2.28104 0.49843 -0.36465
H 3.05678 -1.56860 -0.98016
C -0.96943 0.26212 -0.51870
H -2.74410 0.77113 0.56509
C 0.12049 1.02085 0.26277
H -0.11159 0.98654 2.45386
H -0.23977 -1.48638 0.33126
H 0.47757 1.78365 -0.43371
H 3.06442 -2.52880 0.19797
C -0.27037 -0.07336 -1.82941
O -0.18946 -2.00409 1.14990
H -1.28744 2.07829 1.72327
```

Atomic partial charges in e from the Mulliken method, atoms 1 to 4: 0.368 0.105 -0.601 -1.201